Record 1
DFT (ωB97M-V with the def2-TZVPD basis set) results for the molecule C5H5N3 in a non-equilibrium geometry.

The value obtained for the HOMO-LUMO gap is 8.71 eV. The value obtained for the LUMO energy is -1.4 eV. The structure (SMILES) is [H]/N=C1/N=CC(C=C)=N1. Its HOMO energy is -10.1344 eV.

Structure (XYZ):
```
13
Properties=species:S:1:pos:R:3:lowdin_charge:R:1
C 3.04 0.13 -0.39 0.043
C 1.96 -0.68 0.10 -0.076
C 0.52 -0.26 0.29 -0.317
C -1.63 -0.07 0.00 -0.550
C 0.09 1.11 0.33 -0.088
H 4.03 -0.35 -0.42 0.060
H 2.87 1.17 -0.28 0.014
H 2.29 -1.80 0.40 0.138
H -2.92 -1.47 -0.10 0.125
H 1.07 1.77 0.62 0.156
N -0.55 -0.99 0.09 0.151
N -2.79 -0.38 -0.23 0.195
N -1.13 1.27 -0.16 0.148
```



Record 2
DFT (ωB97M-V with the def2-TZVPD basis set) results for the molecule C5H5N3 in a non-equilibrium geometry.

The value obtained for the HOMO-LUMO gap is 9.87 eV. The value obtained for the LUMO energy is 0.3 eV. The structure (SMILES) is [H]/N=c1\cncccn1. Its HOMO energy is -9.5214 eV.

Structure (XYZ):
```
13
Properties=species:S:1:pos:R:3:lowdin_charge:R:1
C 1.08 0.86 -0.16 -0.366
C 0.38 0.38 -1.40 -0.137
C -1.49 -0.49 -0.25 -0.140
C -0.83 -0.79 0.89 -0.045
C 0.68 -1.11 0.95 -0.144
H 0.45 2.60 -0.23 0.100
H 0.81 0.11 -2.53 0.170
H -2.54 -0.20 -0.12 0.108
H -1.48 -0.89 1.85 0.128
H 1.03 -1.86 1.44 0.043
N 1.05 2.01 0.51 0.136
N -0.73 -0.24 -1.45 0.031
N 1.58 -0.39 0.50 0.115
```



Record 3
DFT (ωB97M-V with the def2-TZVPD basis set) results for a cluster of 2 separate species, C5H5N3 in total in a non-equilibrium geometry.

The value obtained for the HOMO-LUMO gap is 9.14 eV. The value obtained for the LUMO energy is 0.6 eV. The structure (SMILES) is C#CC=C=NN.C#N. Its HOMO energy is -8.5552 eV.

Structure (XYZ):
```
13
Properties=species:S:1:pos:R:3:lowdin_charge:R:1
C 2.86 0.85 0.92 0.121
C 0.84 1.03 -0.67 -0.175
C -0.12 -2.07 -0.39 -0.020
C 2.01 0.89 0.06 -0.197
C -0.38 0.83 -0.26 -0.149
N -1.25 -2.29 -0.30 0.080
N -1.43 1.03 0.26 0.048
N -2.44 0.15 0.56 0.023
H 3.63 0.85 1.62 0.012
H 1.15 0.74 -1.69 0.117
H 0.84 -1.69 -0.53 0.043
H -3.36 0.45 0.23 0.091
H -2.35 -0.78 0.19 0.003
```



Record 4
DFT (ωB97M-V with the def2-TZVPD basis set) results for the molecule C5H5N3O in a non-equilibrium geometry.

The value obtained for the HOMO-LUMO gap is 8.11 eV. The value obtained for the LUMO energy is -0.8 eV. The structure (SMILES) is [H]/N=C1\C=CN=N\C1=C/O. Its HOMO energy is -8.9402 eV.

Structure (XYZ):
```
14
Properties=species:S:1:pos:R:3:lowdin_charge:R:1
C -0.52 -1.74 0.04 -0.127
C -0.12 -0.50 -0.17 -0.220
C 0.53 2.22 -0.44 -0.077
C 0.97 1.69 0.74 -0.015
C 0.61 0.18 0.94 -0.273
H -1.15 -3.46 -0.67 0.200
H -0.43 -2.22 0.96 0.106
H 0.62 3.29 -0.72 0.100
H 1.34 2.47 1.38 0.086
H 1.46 0.08 2.83 0.095
N -0.60 0.22 -1.28 0.046
N -0.35 1.45 -1.41 0.010
N 1.09 -0.51 1.97 0.070
O -1.45 -2.42 -0.68 0.000
```



Record 5
DFT (ωB97M-V with the def2-TZVPD basis set) results for the molecule C5H5N3O in a non-equilibrium geometry.

The value obtained for the HOMO-LUMO gap is 10.92 eV. The value obtained for the LUMO energy is 0.4 eV. The structure (SMILES) is N#CC1(C#N)NCCO1. Its HOMO energy is -10.5179 eV.

Structure (XYZ):
```
14
Properties=species:S:1:pos:R:3:lowdin_charge:R:1
C -1.72 -1.27 -0.03 -0.120
C -1.72 1.17 0.06 -0.107
C 1.32 0.22 0.48 -0.133
C 1.15 0.02 -1.08 -0.112
C -0.92 -0.10 -0.09 -0.490
N -2.45 -2.10 0.23 0.217
N -2.24 2.18 0.01 0.184
N 0.02 0.00 1.07 0.037
O -0.24 0.00 -1.30 -0.015
H 2.16 -0.32 1.02 0.147
H 1.43 1.20 0.79 0.083
H 1.74 0.74 -1.51 0.103
H 1.48 -0.93 -1.30 0.096
H 0.00 -0.81 1.64 0.109
```



Record 6
DFT (ωB97M-V with the def2-TZVPD basis set) results for a structure of composition C5H5N3O3 in a non-equilibrium geometry.

The value obtained for the HOMO-LUMO gap is 8.04 eV. The value obtained for the LUMO energy is -0.5 eV. Its HOMO energy is -8.5836 eV.

Structure (XYZ):
```
16
Properties=species:S:1:pos:R:3:lowdin_charge:R:1
C -1.74 0.10 -1.05 0.009
C -1.25 -1.18 -0.68 -0.414
C -1.22 1.29 -0.54 -0.417
C -0.48 -0.01 1.22 -0.467
C 0.85 0.01 -0.27 -0.252
N -0.04 -1.14 0.38 0.124
N 0.11 0.99 0.30 0.064
N 2.22 -0.13 0.58 0.213
O -1.54 -2.30 -1.01 0.075
O -1.48 2.45 -0.69 0.092
O -0.86 0.05 2.34 0.183
H -2.72 0.10 -1.50 0.122
H 1.20 0.03 -1.27 0.156
H 1.78 -0.83 1.27 0.177
H 2.20 0.91 0.96 0.212
H 2.97 -0.35 -0.03 0.121
```



Record 7
DFT (ωB97M-V with the def2-TZVPD basis set) results for the molecule C5H5N3O3 in a non-equilibrium geometry.

The value obtained for the HOMO-LUMO gap is 8.98 eV. The value obtained for the LUMO energy is -1.0 eV. The structure (SMILES) is Cn1c([N+](=O)[O-])cnc1C=O. Its HOMO energy is -10.0253 eV.

Structure (XYZ):
```
16
Properties=species:S:1:pos:R:3:lowdin_charge:R:1
C -0.40 1.12 -1.13 -0.046
C 0.27 0.46 1.09 -0.257
C 0.99 1.82 1.49 -0.187
C 0.11 -1.66 1.13 -0.037
C -0.36 -1.17 -0.11 -0.091
H 0.30 0.98 -2.06 0.146
H -0.13 2.14 -0.56 0.135
H -1.41 0.97 -1.41 0.091
H 1.20 1.80 2.66 0.149
H 0.40 -2.72 1.29 0.134
N -0.22 0.24 -0.12 -0.057
N 0.47 -0.59 1.90 0.114
N -0.74 -1.88 -1.34 -0.303
O 1.22 2.78 0.87 0.080
O -1.18 -2.96 -1.17 0.126
O -0.52 -1.33 -2.52 0.002
```



Record 8
DFT (ωB97M-V with the def2-TZVPD basis set) results for the molecule C5H5N3O4 in a non-equilibrium geometry.

The value obtained for the HOMO-LUMO gap (spin up / spin down) is 7.69 / 7.69 eV. The value obtained for the LUMO energy (spin up / spin down) is -0.9 / -0.9 eV. Its HOMO energy (spin up / spin down) is -8.5576 / -8.5567 eV.

Structure (XYZ):
```
17
Properties=species:S:1:pos:R:3:lowdin_charge:R:1
C 0.42 -2.14 -0.11 -0.063
C 0.17 -1.06 0.79 -0.036
C 0.19 -2.32 -1.42 -0.215
C -0.14 0.81 -0.66 -0.190
C -0.32 0.95 1.85 -0.009
N -0.15 0.24 0.61 -0.044
N -0.09 -0.18 -1.64 -0.037
N -0.19 2.13 -0.88 -0.339
O 0.20 -2.79 -2.46 0.247
O -0.14 0.13 -2.81 0.016
O -0.56 2.55 -1.96 0.104
O 0.25 2.83 0.06 0.010
H 0.84 -3.08 0.44 0.148
H 0.34 -1.44 1.85 0.151
H -0.04 1.92 1.55 0.049
H -1.26 0.73 2.13 0.068
H 0.48 0.71 2.65 0.141
```



Record 9
DFT (ωB97M-V with the def2-TZVPD basis set) results for a structure of composition C5H5N3OS in a non-equilibrium geometry.

The value obtained for the HOMO-LUMO gap is 8.70 eV. The value obtained for the LUMO energy is 0.1 eV. Its HOMO energy is -8.6424 eV.

Structure (XYZ):
```
15
Properties=species:S:1:pos:R:3:lowdin_charge:R:1
C 1.48 0.74 2.12 -0.492
C -1.23 1.18 -0.58 -0.398
C -0.85 -0.17 0.02 -0.531
C -1.40 1.71 -1.77 -0.167
C -0.14 -1.26 -0.55 -0.048
N -1.61 -0.21 1.08 -0.236
N 0.84 1.70 2.27 0.209
N -1.05 2.37 -2.75 0.180
O 2.27 -0.01 1.81 0.174
S -2.45 1.29 0.81 0.844
H 0.58 -0.97 -1.30 0.086
H 0.54 -1.68 0.25 0.110
H -0.81 -1.97 -0.99 0.085
H 0.15 2.09 2.95 0.113
H -1.49 2.40 -3.65 0.071
```



Record 10
DFT (ωB97M-V with the def2-TZVPD basis set) results for the ion C5H5N4O with charge +1 in a non-equilibrium geometry.

The value obtained for the HOMO-LUMO gap (spin up / spin down) is 8.70 / 8.69 eV. The value obtained for the LUMO energy (spin up / spin down) is -5.5 / -5.5 eV. Its charge is +1. The structure (SMILES) is O=[n+]1[nH][nH]c2ccncc21. Its HOMO energy (spin up / spin down) is -14.2041 / -14.2035 eV.

Structure (XYZ):
```
15
Properties=species:S:1:pos:R:3:lowdin_charge:R:1
C 1.58 -0.64 -0.03 0.024
C 2.30 0.55 0.11 -0.089
C 0.40 1.86 -0.15 -0.054
C 0.19 -0.49 -0.05 -0.169
C -0.43 0.77 0.01 0.098
N 1.70 1.71 -0.06 0.110
N -0.77 -1.54 -0.20 0.114
N -2.01 -1.03 -0.01 0.121
N -2.09 0.29 0.04 -0.084
O -3.03 1.04 0.03 0.157
H 2.07 -1.67 -0.14 0.154
H 3.41 0.36 0.24 0.149
H 0.14 2.81 -0.28 0.096
H -0.69 -2.40 0.33 0.178
H -2.76 -1.63 0.16 0.193
```



Listing ΔE to the lowest compared entry with this formula, charge and spin for the structures above in their given order: 71.70; 79.20; 114.19; 100.37; 64.99; 79.30; 104.42; 148.88; 49.03; 110.09 kcal/mol.